1.
{"formula": "C19H44HoNO2P2S", "method": "ωB97M-V/def2-TZVPD", "elements": ["Ho", "S", "P", "P", "O", "O", "N", "C", "C", "C", "C", "C", "C", "C", "C", "C", "C", "C", "C", "C", "C", "C", "C", "C", "C", "C", "H", "H", "H", "H", "H", "H", "H", "H", "H", "H", "H", "H", "H", "H", "H", "H", "H", "H", "H", "H", "H", "H", "H", "H", "H", "H", "H", "H", "H", "H", "H", "H", "H", "H", "H", "H", "H", "H", "H", "H", "H", "H", "H", "H"], "positions_angstrom": [[-0.7434, 0.0642, -0.2636], [-0.6798, -0.0589, 3.0623], [0.4014, 2.4903, 0.4232], [0.2595, -2.1341, -1.5607], [2.6424, -0.4895, 0.4197], [-1.2131, -0.6749, 1.7061], [0.4957, 0.9014, -2.3316], [0.7281, -3.9215, 0.5223], [1.4994, -0.3327, 0.2230], [1.3824, 2.9371, -1.0741], [1.2238, 3.2077, 1.9055], [-1.1523, 3.4627, 0.0530], [-1.4120, -2.7083, -2.1748], [-2.1144, -0.3407, 4.0997], [0.8347, 2.3777, -2.3946], [0.4338, -1.3571, 3.6519], [0.2657, 3.7499, 2.9759], [-0.9215, 4.9827, 0.0664], [1.2094, -3.5585, -0.8967], [-2.1461, -3.4751, -1.0623], [-1.3766, -3.5155, -3.4789], [1.1093, -1.4625, -3.0418], [1.3141, -4.8021, -1.7848], [1.5192, 0.0248, -2.9839], [2.1714, 2.1653, 2.5250], [-2.2953, 3.0152, 0.9847], [1.2920, -1.4284, 2.9723], [-1.7266, -4.4840, -0.9418], [0.4417, -1.6302, -3.9007], [1.7833, -4.5835, -2.7525], [2.6073, 2.5687, 3.4539], [0.8645, 4.0174, 3.8603], [-3.1998, -3.5900, -1.3512], [-1.9529, -1.7621, -2.3739], [-2.1287, -2.9685, -0.0860], [-2.2362, -1.4151, 4.2800], [1.4182, 4.0371, -1.1267], [1.6734, 0.3887, -4.0167], [2.4713, 0.1594, -2.4522], [-0.2673, 4.6519, 2.6482], [-1.9884, 0.1840, 5.0536], [-1.6105, 5.4719, 0.7669], [1.5874, 2.5394, -3.1833], [2.2258, -3.1354, -0.8009], [-0.0750, -2.3296, 3.7310], [0.5214, -3.0400, 1.1473], [-2.0719, 0.8446, -1.4963], [-2.4587, 3.7605, 1.7741], [-1.4174, 3.1675, -0.9756], [-0.1750, -4.5471, 0.5058], [-0.3817, 0.8036, -2.8592], [1.9600, -5.5271, -1.2658], [-2.0744, -4.3606, -3.4081], [-1.1287, 5.4027, -0.9280], [2.9923, 1.8889, 1.8521], [-2.9983, 0.0642, 3.5894], [-0.0864, 2.9072, -2.6906], [0.1031, 5.2651, 0.3404], [1.6172, 1.2540, 2.8018], [2.4090, 2.5775, -0.9083], [1.8210, 4.0401, 1.4914], [1.5176, -4.4959, 1.0306], [-2.1290, 2.0439, 1.4852], [-3.2226, 2.9181, 0.4032], [-0.3821, -3.9126, -3.7114], [0.7870, -1.0272, 4.6353], [-1.7016, -2.8928, -4.3230], [2.0066, -2.0819, -3.1950], [0.3437, -5.2903, -1.9546], [-0.4665, 2.9985, 3.3081]], "atomic_forces_ev_per_a": [[-1.6, 0.3, -0.8], [-0.9, -1.6, -0.6], [-0.9, 0.7, -0.6], [-0.7, -0.6, -0.3], [-4.6, 0.5, -0.8], [0.5, 0.5, 1.3], [0.1, 0.0, -0.2], [0.1, -0.2, 0.2], [6.4, -0.6, 1.1], [0.5, 0.0, 0.3], [0.4, 0.2, -0.1], [0.3, -0.3, 0.3], [0.2, 0.1, 0.3], [-0.1, 0.0, 0.5], [-0.2, -0.5, 0.0], [0.0, 0.2, 0.3], [-0.1, 0.1, 0.1], [-0.1, 0.4, -0.3], [0.3, 0.1, 0.2], [-0.2, 0.0, -0.1], [-0.1, 0.0, -0.4], [0.2, 0.0, -0.3], [0.1, -0.2, 0.0], [0.0, 0.4, -0.1], [0.1, 0.0, 0.1], [-0.4, 0.1, -0.1], [-0.3, 0.2, 0.1], [-0.1, 0.3, 0.0], [0.2, 0.0, 0.2], [-0.2, -0.1, 0.2], [-0.1, -0.1, -0.4], [-0.2, 0.0, -0.3], [0.3, 0.0, 0.1], [0.1, -0.2, 0.1], [0.0, -0.1, -0.1], [0.0, 0.2, -0.2], [0.1, -0.3, -0.1], [0.1, -0.2, 0.4], [-0.2, -0.1, 0.0], [0.1, -0.3, 0.1], [0.1, -0.1, -0.2], [0.2, -0.1, -0.2], [-0.3, 0.0, 0.2], [-0.2, -0.1, 0.0], [0.0, 0.5, -0.1], [0.0, -0.1, -0.2], [-0.3, 0.1, -0.2], [0.0, -0.3, -0.1], [0.1, -0.1, 0.4], [0.3, 0.2, 0.0], [0.3, 0.0, 0.1], [-0.2, 0.2, -0.2], [0.2, 0.2, -0.1], [0.1, 0.0, 0.3], [-0.2, 0.0, 0.2], [0.4, 0.0, 0.0], [0.4, -0.2, 0.1], [-0.2, 0.0, 0.0], [0.2, 0.3, -0.1], [-0.1, 0.2, -0.1], [-0.1, -0.2, 0.3], [-0.2, 0.1, -0.2], [0.0, 0.2, -0.1], [0.2, 0.1, 0.3], [-0.3, 0.0, 0.0], [0.0, -0.1, -0.1], [0.1, -0.3, 0.2], [-0.2, 0.2, -0.2], [0.3, 0.2, 0.1], [0.2, 0.2, -0.2]], "spin_multiplicity": 5, "fmax_ha_per_bohr": 0.1269, "total_charge": 2, "homo_lumo_gap_ev": [8.2, 8.2], "lumo_energy_ev": [-6.2, -6.2]}


2.
{"formula": "C19H44N3O14S", "method": "ωB97M-V/def2-TZVPD", "elements": ["S", "O", "O", "O", "O", "O", "O", "O", "O", "O", "O", "O", "O", "O", "O", "N", "N", "N", "C", "C", "C", "C", "C", "C", "C", "C", "C", "C", "C", "C", "C", "C", "C", "C", "C", "C", "C", "H", "H", "H", "H", "H", "H", "H", "H", "H", "H", "H", "H", "H", "H", "H", "H", "H", "H", "H", "H", "H", "H", "H", "H", "H", "H", "H", "H", "H", "H", "H", "H", "H", "H", "H", "H", "H", "H", "H", "H", "H", "H", "H", "H"], "positions_angstrom": [[-1.4576, 0.2740, 5.2239], [-0.7336, 1.4410, 5.6829], [-0.6206, 0.8960, -0.2241], [-2.7296, 0.4560, 4.5299], [-5.5336, -5.2180, -3.4611], [-2.7026, -3.1190, 3.3839], [-1.0066, -4.0930, 2.4989], [-1.7506, -0.1150, -1.6881], [-1.4576, -4.7440, 4.5579], [0.0614, -0.9710, -0.8141], [-4.0346, -3.6440, -4.3871], [-5.3186, -3.0850, -2.5511], [1.5774, -3.0440, 0.3579], [-2.4816, 3.0690, -1.2111], [-0.3526, -0.3820, 4.1319], [-0.6776, 0.0520, -1.0691], [5.0414, -2.9610, -0.8361], [-0.9576, 6.4910, -1.8661], [2.9714, -3.0130, 0.5639], [-2.0366, 5.4410, -1.5861], [-4.9596, -4.0900, -3.4721], [3.5564, -3.0630, -0.9381], [5.7654, -1.9590, 0.0249], [-0.5476, 6.4770, -3.2501], [-3.5346, -2.4800, -3.9681], [-1.6266, -4.0200, 3.5449], [5.4484, -2.7460, -2.2721], [-1.5756, 7.9030, -1.7401], [-1.5816, -0.8650, 6.4569], [-2.8006, -2.6780, 2.0039], [1.2734, -0.0940, 2.3469], [-1.5396, 3.9970, -1.4561], [5.5964, -4.3260, -0.4131], [-0.0756, 0.3090, 2.8999], [-4.5226, -1.9900, -2.8491], [0.1324, 6.3460, -0.8121], [-1.6646, -3.2030, 1.4509], [0.2404, 7.0420, -3.4711], [-2.5256, -1.6190, 6.1419], [1.5214, -0.9830, 2.4439], [-2.5336, -2.4480, -3.5041], [3.2944, -3.6860, 1.2539], [0.0584, 1.2950, 3.1099], [-5.4436, -1.2840, -3.1671], [-0.0996, 6.4890, 0.1789], [-0.6926, 3.6290, -1.9721], [0.7354, 7.2360, -1.0571], [-0.2146, 5.5270, -3.6911], [0.8474, 5.4100, -1.1261], [-2.3436, 8.2650, -2.1081], [-4.0436, -1.4410, -1.8881], [2.1454, 0.3170, 2.7949], [1.2324, -2.1910, 0.1059], [3.2144, -3.8520, -1.6891], [5.6974, -1.0190, -0.0251], [-1.8446, 8.1980, -0.6451], [-0.7156, -1.3090, 6.8829], [3.3424, -2.1050, -1.4181], [-2.1716, 2.1720, -1.0611], [-2.0976, -0.3940, 7.4619], [-2.9196, 5.3670, -2.2931], [5.4194, -1.9340, 1.1359], [5.1554, -5.2160, -0.6261], [5.3764, -4.3030, 0.4649], [5.3564, -1.9080, -2.8051], [5.1974, -3.6050, -3.0151], [-3.7226, -3.0860, 1.6699], [-2.6276, 5.4830, -0.7161], [3.2814, -2.0330, 1.1859], [1.3184, 0.2160, 1.2419], [-0.9186, 8.5120, -1.9901], [-1.5956, -3.6270, 0.4279], [6.7164, -2.6920, -2.3371], [-1.0926, 3.9370, -0.5531], [-0.8406, 0.0970, 2.0669], [7.0054, -2.1590, 0.1479], [-0.8576, -2.3580, 1.5289], [-3.5006, -1.9520, -4.7741], [6.6194, -4.3020, -0.7531], [-1.2746, 6.6170, -4.1101], [-2.8426, -1.5520, 1.7599]], "atomic_forces_ev_per_a": [[1.1, 3.2, -3.8], [-0.8, -0.6, 0.2], [0.8, 4.9, 1.0], [1.6, -0.6, 1.2], [3.0, 5.1, -0.4], [0.4, 0.5, 1.2], [2.3, -0.5, -6.4], [0.8, 0.7, -1.9], [-0.6, 3.0, -2.8], [0.9, 0.1, -2.3], [-2.1, -4.2, 1.2], [1.6, -3.6, -1.2], [0.7, -1.4, 1.0], [-4.2, -0.4, -1.4], [-1.2, -1.0, 1.3], [-2.4, -5.7, 3.1], [1.6, -1.2, -3.3], [-4.4, 0.3, 1.5], [-1.7, 4.4, -2.6], [-1.7, -2.5, -2.4], [-3.4, -4.1, 0.8], [-0.6, 1.7, 2.2], [3.1, -7.1, 4.8], [-1.7, -3.9, -3.3], [0.7, 1.2, 6.1], [-4.0, -1.6, 6.6], [5.9, -4.8, -0.5], [1.8, -6.4, 9.4], [-5.5, -2.3, 3.0], [-4.2, 2.1, 2.3], [-1.5, 7.3, -2.7], [1.9, 0.3, 0.6], [3.2, 2.8, -8.1], [-0.6, -2.5, -1.4], [-1.7, 4.6, 0.5], [3.8, -0.6, -5.2], [8.7, 0.2, -1.6], [3.1, 3.0, -0.1], [3.1, 1.6, 0.6], [1.2, -9.0, 0.4], [-0.1, -0.9, -0.2], [0.6, -3.0, 1.3], [-0.6, 3.1, 0.5], [2.8, -0.5, 0.0], [-1.5, -0.5, 2.1], [0.6, 0.0, -2.4], [0.3, -0.4, 0.2], [0.1, -0.6, 1.4], [-2.2, 2.2, 1.2], [-8.0, 1.2, -5.0], [-0.8, -1.7, -2.3], [0.4, 1.5, 0.9], [-0.3, 1.0, -0.3], [0.7, 0.6, 1.7], [-1.2, 7.4, -2.7], [1.0, -1.2, -1.3], [0.9, -0.6, -0.5], [-0.9, -0.1, 0.3], [0.7, -0.3, 0.0], [1.3, -0.3, -2.8], [1.5, 1.0, -0.4], [0.3, -1.4, -1.7], [-2.0, -2.1, -2.5], [-0.9, 0.4, 11.0], [-1.9, 4.0, -0.9], [0.1, 1.2, 1.9], [-0.9, -0.4, -0.5], [0.1, 1.5, 1.8], [-0.5, -1.4, -2.0], [-0.2, -0.6, 1.5], [6.6, 5.2, -2.2], [-0.3, -0.1, 1.0], [-3.2, -0.7, 0.6], [2.4, 1.2, 3.5], [0.8, 0.5, 1.6], [-3.7, 0.0, -0.9], [-1.2, -1.4, -0.9], [0.2, 4.2, -4.6], [0.4, -0.3, 0.7], [-0.3, 0.8, 2.0], [-0.1, -1.4, 1.3]], "fmax_ha_per_bohr": 0.2237, "total_charge": 1, "homo_lumo_gap_ev": 8.3, "lumo_energy_ev": -2.3}


3.
{"formula": "C19H44NO2P2Pd", "method": "ωB97M-V/def2-TZVPD", "elements": ["Pd", "P", "P", "O", "O", "N", "C", "C", "C", "C", "C", "C", "C", "C", "C", "C", "C", "C", "C", "C", "C", "C", "C", "C", "C", "H", "H", "H", "H", "H", "H", "H", "H", "H", "H", "H", "H", "H", "H", "H", "H", "H", "H", "H", "H", "H", "H", "H", "H", "H", "H", "H", "H", "H", "H", "H", "H", "H", "H", "H", "H", "H", "H", "H", "H", "H", "H", "H", "H"], "positions_angstrom": [[0.0000, 0.0000, 0.0000], [0.2123, 2.2495, -0.0408], [0.2123, -2.2267, -0.3218], [-2.7299, -0.0714, 1.1378], [0.8103, 0.0890, 1.8624], [1.8839, 0.0553, -0.8813], [-2.3918, -3.2278, -0.8719], [1.2807, 0.4546, 4.2154], [1.8556, -2.3614, -1.1813], [0.4234, 3.0980, 1.6206], [-0.5166, 4.5812, -1.6266], [0.6893, -4.7706, 0.9824], [-0.7045, -3.0625, 2.2444], [-1.6576, -0.0407, 0.6486], [1.8556, 2.4906, -0.8767], [0.4854, -0.3426, 3.1766], [0.6893, 4.6102, 1.5712], [-2.3918, 3.3114, -0.4614], [-0.5166, -4.3418, -2.1868], [-1.0004, 3.2160, -1.1094], [2.6728, 1.2332, -0.5679], [-0.7045, 2.7578, 2.6098], [0.4234, -3.2763, 1.2204], [-1.0004, -3.0520, -1.5029], [2.6728, -1.1526, -0.7177], [2.3628, 3.4219, -0.5692], [1.6615, 2.5399, -1.9634], [-2.3918, 4.0388, 0.3690], [0.4828, 4.5225, -2.0888], [1.7587, -0.1569, 1.7405], [0.8418, -1.3775, 3.3509], [-2.7327, 2.3407, -0.0666], [-1.0801, 0.0935, -2.7669], [-3.1308, -3.4812, -1.6536], [-1.2190, -4.6142, -2.9963], [1.0297, -5.2416, 1.9225], [1.0297, 4.9601, 2.5630], [1.4665, -4.9466, 0.2195], [-0.2291, 5.1694, 1.3232], [-0.8933, -1.9944, 2.4292], [1.3432, -2.8226, 1.6406], [-0.8933, 1.6749, 2.6595], [-2.3918, -4.0533, -0.1389], [-0.4258, -3.5330, 3.2046], [1.4665, 4.8803, 0.8363], [-3.1308, 3.6606, -1.2053], [3.0148, 1.2689, 0.5003], [0.4828, -4.2258, -2.6380], [1.3432, 2.5953, 1.9807], [-0.4789, -5.1888, -1.4834], [-1.6491, -3.5213, 1.9076], [1.6616, -2.2745, -2.2657], [-0.3688, -0.1050, -3.0832], [2.3628, -3.3238, -0.9926], [3.0148, -1.3217, 0.3377], [-0.2291, -5.2944, 0.6664], [-0.4789, 5.3335, -0.8229], [-1.2190, 4.9527, -2.3957], [1.0362, 0.0856, 5.2342], [1.0572, 1.5322, 4.1782], [3.6051, 1.2454, -1.1780], [-0.4258, 3.1044, 3.6213], [-2.7327, -2.3140, -0.3588], [-0.5891, -0.2212, 3.4194], [-1.0796, -2.2689, -2.2829], [3.6051, -1.0885, -1.3245], [-1.0796, 2.5366, -1.9812], [-1.6491, 3.2550, 2.3330], [2.3707, 0.3230, 4.0462]], "atomic_forces_ev_per_a": [[0.9, -0.2, -2.3], [1.0, 7.0, -0.8], [0.9, -6.6, -1.5], [5.4, 0.2, -2.3], [2.3, -0.3, 0.3], [3.8, -0.1, 1.7], [-0.1, -0.1, 0.3], [0.3, 0.5, -0.1], [-0.5, 0.5, -0.1], [0.3, -0.9, 0.9], [0.8, 0.3, 0.2], [0.0, -0.3, -0.7], [-0.4, 0.0, -0.1], [-11.8, -0.3, 4.6], [-0.5, -0.5, -0.1], [0.3, -0.5, 3.5], [-0.1, 0.4, -0.7], [-0.1, 0.0, 0.3], [0.8, -0.4, 0.2], [-0.8, -1.0, -0.4], [0.7, 1.0, -1.2], [-0.3, 0.1, 0.0], [0.1, 0.8, 0.9], [-0.8, 1.0, -0.4], [0.7, -0.8, -1.3], [-0.3, -0.4, 0.0], [0.1, 0.0, 0.4], [0.0, -0.3, -0.4], [-0.4, 0.1, 0.1], [-0.7, 0.4, 0.3], [-0.7, 0.4, -0.5], [0.0, 0.4, -0.2], [1.4, -0.4, -0.6], [0.4, 0.2, 0.3], [0.2, 0.3, 0.4], [-0.1, 0.4, -0.3], [-0.1, -0.4, -0.3], [-0.3, 0.0, 0.4], [0.4, -0.2, 0.2], [-0.1, -0.7, -0.1], [-0.1, -0.2, 0.0], [0.0, 0.5, 0.1], [0.0, 0.3, -0.3], [-0.1, 0.2, -0.4], [-0.3, 0.0, 0.4], [0.4, -0.2, 0.3], [-0.3, -0.5, -0.5], [-0.4, -0.1, 0.1], [-0.2, 0.2, -0.1], [0.0, 0.4, -0.3], [0.4, 0.1, 0.2], [0.1, -0.1, 0.4], [-1.4, 0.5, 0.7], [-0.3, 0.4, 0.0], [-0.3, 0.5, -0.5], [0.4, 0.3, 0.2], [0.0, -0.3, -0.3], [0.2, -0.4, 0.3], [0.2, 0.1, -0.7], [0.1, -0.4, 0.1], [-0.4, -0.1, 0.4], [-0.2, -0.1, -0.5], [0.0, -0.4, -0.2], [0.6, -0.2, -0.8], [0.0, -0.3, 0.1], [-0.4, 0.0, 0.5], [0.0, 0.3, 0.1], [0.4, -0.2, 0.2], [-0.5, 0.0, 0.2]], "spin_multiplicity": 5, "fmax_ha_per_bohr": 0.2473, "total_charge": 3, "homo_lumo_gap_ev": [6.6, 5.0], "lumo_energy_ev": [-9.8, -14.6]}